The following is a DFT calculation (wB97M-V/def2-TZVPD) of a molecular structure, C33H39BCrF4Ge2N3O2S2 at a distorted geometry.

Computed properties:
* LUMO energy (alpha / beta): 4.24 / 4.20 eV
* total charge: -2
* calculated total energy: -218099.664 eV
* multiplicity: 6
* relative energy (zero: lowest compared OMol25 entry of this formula, charge and spin): 0.00 kJ/mol
* molar mass: 857.8 g/mol
* largest force on an atom: 1.19 eV Å⁻¹
* HOMO energy (alpha / beta): 0.7 / -2.3 eV

Geometry as XYZ:
```
87
C33H39BCrF4Ge2N3O2S2 (wB97M-V/def2-TZVPD)
Ge -0.566 -2.188 -3.578
Ge -1.301 -1.687 -1.292
Cr 0.115 0.113 -0.135
S 2.919 3.958 -0.565
S 4.083 -2.341 -0.383
F -2.531 1.219 -2.690
F -0.429 2.064 -2.545
F -1.495 1.420 -0.681
F -2.198 3.277 -1.772
O -0.294 -1.691 2.317
O -0.495 -0.425 4.182
N -0.414 0.510 2.077
N 2.003 -0.859 -0.190
N 1.519 1.854 -0.182
C 0.722 2.312 3.268
C -5.984 -0.635 -1.484
C -2.865 1.999 2.043
C -0.544 -0.540 -4.654
C 1.504 -3.280 0.052
C -1.359 -4.722 -1.165
C -0.441 1.791 2.674
C -1.593 3.849 3.160
C -0.189 -2.802 3.165
C -0.444 4.378 3.723
C -2.260 -3.610 0.725
C 3.057 0.015 -0.433
C 1.307 -2.829 -3.573
C -3.238 -1.226 -1.470
C -1.489 -3.534 -4.721
C -0.401 -0.472 2.958
C 1.429 3.147 -0.227
C -1.650 -3.522 -0.525
C 2.808 1.400 -0.455
C 0.704 3.601 3.780
C -2.274 -6.011 0.643
C -3.863 -0.658 -0.366
C 3.719 2.428 -0.685
C -5.379 -1.187 -2.601
C 4.292 -0.629 -0.601
C 0.187 3.933 -0.016
C -1.662 -5.951 -0.597
C 2.385 -2.101 -0.151
C -1.610 2.561 2.642
C 1.954 1.467 3.385
C -4.023 -1.477 -2.587
C -2.572 -4.829 1.304
C -5.217 -0.369 -0.363
B -1.678 2.023 -1.994
H -5.963 -1.386 -3.493
H 5.246 -0.188 -0.788
H -3.732 2.578 2.365
H -1.240 -4.546 -4.420
H -2.515 -6.969 1.093
H 1.610 4.001 4.225
H 0.331 4.655 0.789
H 1.958 -3.969 0.763
H -2.489 -2.703 1.265
H -1.418 -6.865 -1.129
H -0.690 -3.634 2.668
H -1.139 -3.388 -5.742
H -0.084 4.457 -0.934
H 1.393 -3.835 -3.170
H -7.042 -0.401 -1.494
H -2.568 -3.443 -4.713
H -5.667 0.083 0.512
H 1.348 -3.818 -0.885
H -0.651 -2.591 4.134
H 0.539 -2.966 0.432
H -2.819 2.015 0.952
H -3.002 0.961 2.348
H 4.752 2.346 -0.951
H -1.541 -0.126 -4.758
H 1.941 -2.177 -2.980
H -3.274 -0.415 0.507
H 2.819 2.078 3.638
H -3.576 -1.897 -3.475
H -3.045 -4.854 2.279
H -2.499 4.442 3.117
H 2.160 0.937 2.454
H -0.633 3.276 0.250
H -0.443 5.389 4.115
H -0.876 -4.710 -2.131
H 0.867 -3.055 3.316
H 0.058 0.218 -4.163
H -0.131 -0.747 -5.639
H 1.684 -2.838 -4.594
H 1.816 0.713 4.162
```

Mulliken charges, unit e, in atom order: atom 1 (Ge): 1.154, atom 2 (Ge): -0.803, atom 3 (Cr): 0.738, atom 4 (S): -0.436, atom 5 (S): -0.399, atom 6 (F): -0.219, atom 7 (F): -0.351, atom 8 (F): 0.635, atom 9 (F): -0.336, atom 10 (O): -0.317, atom 11 (O): -0.745, atom 12 (N): 2.066, atom 13 (N): 1.468, atom 14 (N): 1.479, atom 15 (C): 1.777, atom 16 (C): -0.581, atom 17 (C): -1.250, atom 18 (C): -1.279, atom 19 (C): 0.394, atom 20 (C): 0.038, atom 21 (C): -0.980, atom 22 (C): -0.874, atom 23 (C): -1.009, atom 24 (C): -0.944, atom 25 (C): -0.192, atom 26 (C): -0.788, atom 27 (C): -1.319, atom 28 (C): 0.193, atom 29 (C): -1.537, atom 30 (C): -0.421, atom 31 (C): 0.240, atom 32 (C): -0.342, atom 33 (C): -0.563, atom 34 (C): -0.807, atom 35 (C): -0.558, atom 36 (C): 0.477, atom 37 (C): -0.735, atom 38 (C): -0.699, atom 39 (C): -0.677, atom 40 (C): -0.551, atom 41 (C): -0.829, atom 42 (C): -0.239, atom 43 (C): 0.993, atom 44 (C): -1.508, atom 45 (C): -0.137, atom 46 (C): -0.630, atom 47 (C): -0.722, atom 48 (B): -0.238, atom 49 (H): 0.370, atom 50 (H): 0.474, atom 51 (H): 0.482, atom 52 (H): 0.431, atom 53 (H): 0.347, atom 54 (H): 0.340, atom 55 (H): 0.425, atom 56 (H): 0.582, atom 57 (H): 0.546, atom 58 (H): 0.391, atom 59 (H): 0.254, atom 60 (H): 0.483, atom 61 (H): 0.478, atom 62 (H): 0.355, atom 63 (H): 0.332, atom 64 (H): 0.435, atom 65 (H): 0.409, atom 66 (H): 0.005, atom 67 (H): 0.405, atom 68 (H): -1.093, atom 69 (H): 0.099, atom 70 (H): 0.134, atom 71 (H): 0.482, atom 72 (H): 0.332, atom 73 (H): 0.230, atom 74 (H): -0.094, atom 75 (H): 0.430, atom 76 (H): -0.143, atom 77 (H): 0.391, atom 78 (H): 0.362, atom 79 (H): 0.008, atom 80 (H): -0.544, atom 81 (H): 0.343, atom 82 (H): 0.022, atom 83 (H): 0.214, atom 84 (H): 0.306, atom 85 (H): 0.502, atom 86 (H): 0.544, atom 87 (H): 0.287